Entry 1:
The following is a quantum chemistry calculation of a molecular structure, C32H39BIrN11OS in a non-equilibrium geometry, from OMol25.

Last column: Mulliken spin population.
Element x y z (Å)
Ir (1.3659, -0.4027, 0.9111)  0.076
S (0.8362, -2.1567, 2.4605)  0.000
O (-3.3456, -1.9395, 0.3832)  0.000
N (-2.7784, 2.4972, 0.7415)  0.002
N (-0.7760, 2.1454, -0.7376)  -0.015
N (-1.6576, -2.5598, 1.7196)  0.001
N (3.2128, 1.7715, -0.3769)  0.009
N (1.0751, 1.5787, 1.9979)  0.007
N (3.0647, 4.4790, -1.4880)  0.001
N (3.2463, 0.5353, 0.1734)  0.003
N (2.2643, 4.1259, -0.4727)  0.005
N (-0.9641, 0.7121, -0.8206)  0.039
N (1.7669, 2.5942, 1.4227)  0.003
N (-0.1905, -4.2920, 1.2318)  0.000
C (-3.5039, -6.4341, 1.9471)  0.000
C (1.1052, -4.9303, 1.1044)  0.000
C (-2.9855, -5.1543, 1.9622)  0.000
C (5.2002, 0.9036, -0.8232)  0.001
C (-3.2764, -4.2660, 0.9117)  0.000
C (2.3949, 3.3041, 2.3765)  -0.002
C (0.5486, 0.4953, -0.9992)  -0.037
C (4.3846, 2.0123, -0.9819)  0.002
C (4.4372, 0.0043, -0.0879)  -0.002
C (1.6956, -4.7040, -0.2935)  0.002
C (2.3315, 6.3419, -0.5377)  0.000
C (-4.1171, -4.6898, -0.1302)  0.000
C (-1.0128, 2.6789, -2.1193)  0.086
C (-1.7985, 1.5804, -2.7644)  0.008
C (3.1534, 5.7854, -1.5336)  0.002
C (1.2798, 1.6670, 3.3203)  -0.002
C (-3.0194, 1.1135, 1.2122)  0.001
C (-1.3395, 2.7861, 0.4447)  -0.009
C (-4.6191, -5.9765, -0.1392)  0.000
C (-2.8302, -2.8860, 0.9297)  0.000
C (-0.4255, -3.1005, 1.7225)  0.003
C (0.7337, 2.0282, -0.9880)  0.076
C (0.9600, -0.1912, -2.2342)  0.369
C (-4.3108, -6.8517, 0.8946)  0.000
C (-1.7239, 0.4963, -2.0012)  0.010
C (2.3398, -3.3354, -0.4733)  -0.008
C (1.0352, 1.8570, -3.5305)  0.429
C (2.0942, 2.7548, 3.6076)  0.000
C (1.7793, 5.2563, 0.1040)  0.000
C (1.1988, 0.4960, -3.4085)  -0.003
C (-3.7286, 2.8520, -0.3358)  0.002
C (0.5315, 2.6627, -2.4017)  0.031
B (1.9991, 2.6802, -0.0959)  -0.039
H (3.1768, -3.2164, 0.2097)  0.000
H (2.4132, 3.0963, 4.5699)  0.000
H (0.8099, 0.9874, 4.0052)  0.000
H (1.0444, -1.2637, -2.2350)  0.007
H (6.1991, 0.7627, -1.1814)  0.000
H (-0.7387, 2.4316, 1.2981)  0.001
H (-0.9831, -4.8113, 0.8560)  0.000
H (-2.1273, -0.4836, -2.1628)  0.007
H (-4.0370, 1.0229, 1.5907)  0.000
H (0.9080, 3.6834, -2.4670)  -0.039
H (1.5420, -0.0615, -4.2653)  0.013
H (1.6224, -2.5110, -0.2966)  0.010
H (2.7164, -3.2332, -1.4880)  -0.002
H (-4.3561, -3.9959, -0.9211)  0.000
H (1.2773, 2.3642, -4.4483)  -0.044
H (1.7768, -4.5426, 1.8726)  0.000
H (-4.7138, -7.8528, 0.8926)  0.000
H (4.5733, 2.9394, -1.4905)  0.001
H (0.9563, -5.9973, 1.2743)  0.000
H (2.4582, -5.4636, -0.4659)  0.000
H (-2.8965, 0.3898, 0.4077)  0.000
H (-3.5854, 2.2010, -1.1969)  -0.001
H (-3.2964, -7.1054, 2.7657)  0.000
H (1.1061, 5.2343, 0.9398)  0.000
H (-2.3000, 1.6934, -3.7043)  0.002
H (-3.0000, 3.1123, 1.5376)  0.000
H (-3.6096, 3.8933, -0.6288)  0.000
H (-1.6904, -1.6058, 2.0644)  0.000
H (4.7098, -0.9690, 0.2707)  0.001
H (0.9103, -4.8557, -1.0363)  0.000
H (-2.3276, 0.8802, 2.0177)  0.000
H (-2.4108, -4.8212, 2.8142)  0.000
H (3.0062, 4.1513, 2.1434)  0.000
H (2.1623, 7.3802, -0.3421)  0.000
H (3.7652, 6.2862, -2.2555)  0.000
H (-1.2089, 3.8679, 0.3249)  0.000
H (-5.2643, -6.2957, -0.9425)  0.000
H (-1.4692, 3.6669, -2.1490)  -0.007
H (-4.7505, 2.7159, 0.0178)  0.000

Computed properties:
* LUMO (spin up / spin down): -9.68 / -9.66 eV
* total charge: +3
* 2S+1: 2
* Kohn-Sham gap (spin up / spin down): 6.032 / 6.374 eV
* <S²>: 0.78

***

Entry 2:
The following is a quantum chemistry calculation of a molecular structure, C32H39Br2ClF10IN3O12S in a non-equilibrium geometry, from OMol25.

Last column: Mulliken charge in e.
Element x y z (Å)
I (-1.5311, -4.6931, -1.5552)  0.122
Br (-1.9323, 0.4651, -3.7850)  -0.163
Br (0.8240, -4.0035, -2.9237)  0.221
Cl (4.7099, -5.4203, -1.7862)  -0.216
S (-2.4179, -4.9063, 2.0794)  -0.127
F (-6.8118, 7.1310, -0.6622)  -0.247
F (8.0110, 4.4252, 3.5049)  -0.258
F (-6.1086, 5.3604, -1.6724)  -0.221
F (7.4600, 3.0204, 5.0482)  -0.247
F (-5.1955, 7.2777, -2.0823)  -0.254
F (-3.9326, 0.8683, 1.2682)  -0.186
F (2.0076, -3.4581, 2.7125)  -0.273
F (-5.8046, 0.2539, 2.1492)  -0.282
F (-4.3530, -1.2249, 1.5695)  -0.259
F (5.9713, 3.7251, 3.6581)  -0.238
O (1.8139, 1.2052, -0.4218)  -0.620
O (5.5248, -3.3256, -0.5275)  -0.400
O (-0.1807, -0.9912, 1.7305)  0.096
O (-4.7487, 6.7787, 1.1064)  -0.515
O (3.7704, 0.2520, -0.5589)  -0.625
O (-5.3546, -1.0210, -0.9762)  -0.547
O (7.1638, 2.4526, 1.5825)  -0.304
O (3.7441, -4.2567, 1.6496)  -0.460
O (-3.7164, 5.4652, -0.3995)  -0.328
O (0.3231, -0.7590, -0.9932)  -0.176
O (-6.2581, 0.9651, -0.4306)  -0.316
O (8.1819, 1.1906, 3.1407)  -0.528
N (2.8310, 0.2898, -3.2832)  -0.433
N (1.2179, -3.5608, -1.0922)  0.570
N (-0.1689, -3.7543, 0.8883)  -0.141
C (1.8334, -5.9368, -0.0794)  0.585
C (4.6320, -3.6682, -1.2533)  0.039
C (-0.2024, -3.2365, -0.4961)  -1.116
C (2.7377, -2.2512, 0.5967)  0.555
C (1.7920, -0.7436, -2.9243)  -0.747
C (1.6132, -4.9047, -0.6762)  -0.451
C (0.9322, 0.7263, 3.0929)  -0.288
C (1.6679, -1.0557, -1.3661)  0.872
C (-1.9246, -1.4517, -1.5690)  -1.501
C (-2.6752, 5.1853, 0.5547)  -0.268
C (7.2556, 3.3393, 3.7625)  0.883
C (-1.2058, -1.2788, 0.7816)  -1.685
C (-0.3168, 0.3794, 2.1857)  -0.638
C (-3.1448, 4.1973, 1.6033)  -0.955
C (2.8985, -3.4077, 1.6162)  -0.386
C (2.2375, -2.4817, -0.8835)  0.257
C (-6.8752, 1.0440, -1.7293)  -0.086
C (7.5925, 2.1846, 2.8179)  0.366
C (0.8078, -0.1673, 4.4173)  -0.945
C (6.5146, 0.2634, 0.7187)  -0.919
C (-4.6909, 6.2801, 0.0179)  0.330
C (-5.7078, 6.5132, -1.1003)  0.893
C (-5.5265, -0.1252, -0.1945)  0.348
C (-2.9083, -2.2056, -3.8610)  -1.172
C (-0.6284, -1.7234, -0.6500)  2.746
C (-8.0837, 0.1337, -1.8205)  -1.188
C (7.4448, 1.4518, 0.5851)  -0.508
C (-1.1177, -4.5268, 1.1935)  0.282
C (3.5647, -2.6448, -1.7615)  -0.584
C (2.4798, 0.1878, -0.7263)  -0.463
C (-4.9064, -0.0608, 1.2015)  0.938
C (-1.7183, -1.4261, -3.1185)  -0.170
H (1.8938, 0.4903, 2.5592)  0.097
H (-2.3100, 6.1115, 1.0032)  0.327
H (-1.2796, 0.4773, 2.7679)  0.347
H (1.3778, -1.1189, 4.2810)  0.179
H (-1.7852, -0.3116, 0.6943)  0.524
H (-3.3174, -3.0507, -3.2575)  0.238
H (-0.7335, -1.7335, -3.5243)  0.298
H (-7.1891, 2.0801, -1.8601)  0.300
H (-0.2795, 1.1137, 1.3261)  0.338
H (-2.8259, -2.0318, -1.2116)  0.744
H (4.1242, -1.6592, -1.8229)  0.398
H (2.5072, 0.7648, -4.1376)  0.314
H (-2.1998, -0.3857, -1.3124)  0.449
H (-2.6434, -2.4626, -4.9171)  0.342
H (3.6377, -0.2555, -3.6212)  0.270
H (7.2882, 1.9274, -0.3838)  0.354
H (-3.5165, 3.2874, 1.1292)  0.156
H (-8.5817, 0.2510, -2.7832)  0.400
H (5.4742, 0.5874, 0.6813)  0.398
H (1.8190, -6.7914, 0.6303)  0.414
H (1.9611, -1.5921, -3.6254)  -0.014
H (-1.8468, 4.7530, -0.0079)  0.344
H (6.6550, -0.2460, 1.6748)  0.410
H (8.4955, 1.1547, 0.6317)  0.348
H (-1.9872, -2.0109, 1.1558)  0.001
H (-3.7439, -1.4480, -3.9299)  0.276
H (-6.1435, 0.8285, -2.5112)  0.251
H (1.1380, 0.4178, 5.3205)  0.341
H (-3.9668, 4.6040, 2.1948)  0.370
H (6.6912, -0.4567, -0.0809)  0.297
H (-0.2882, -0.4003, 4.5566)  0.226
H (2.1588, -1.4725, 1.1794)  -0.446
H (3.7811, -1.8175, 0.5205)  0.787
H (0.9539, 1.8252, 3.3321)  0.437
H (3.3671, -2.9072, -2.8325)  0.607
H (0.8294, -0.2478, -3.2465)  0.188
H (-8.7928, 0.3604, -1.0216)  0.310
H (-2.3312, 3.9391, 2.2821)  0.378
H (-7.8025, -0.9146, -1.7066)  0.328

Computed properties:
* LUMO: -3.26 eV
* 2S+1: 1
* Kohn-Sham gap: 4.560 eV

***

Entry 3:
The following is a quantum chemistry calculation of a molecular structure, C32H39BrCl2KO9P2 in a non-equilibrium geometry, from OMol25.

Last column: Mulliken charge in e.
Element x y z (Å)
Br (2.1791, -4.9236, 1.7444)  -0.221
K (0.2613, 3.3343, -0.3655)  0.685
Cl (-1.0356, 4.6990, 1.1618)  -0.189
Cl (-2.1006, 4.6324, -3.2000)  -0.117
P (0.3958, -5.7877, 0.6426)  0.007
P (-6.5472, 1.3151, 0.4467)  0.868
O (-7.1680, 2.7893, 0.1741)  -0.507
O (-7.0870, -3.3836, 0.5121)  -0.440
O (-7.4553, 0.6137, 1.3668)  -0.745
O (-6.5008, 0.5203, -0.9444)  -0.507
O (5.6864, -0.1046, 2.4630)  -0.313
O (-0.6632, -1.3438, -2.3325)  -0.608
O (-5.4257, -3.8067, -0.8890)  -0.601
O (-0.2959, -6.7997, 1.7553)  -0.437
O (-4.8107, -1.2919, 0.6550)  -0.403
C (-1.4792, 1.3496, -1.4815)  0.719
C (-2.2142, 2.6368, -1.0436)  0.236
C (-1.8354, 4.1367, -1.5551)  -0.405
C (-2.6894, -2.3687, 0.4364)  0.136
C (-1.3161, 5.1028, -0.6554)  0.475
C (4.7868, -0.1035, -0.8161)  -0.518
C (-1.9666, 0.1830, -0.9843)  -0.090
C (-5.8720, -3.9252, 0.2384)  0.454
C (-2.9176, -3.4631, 1.2543)  0.527
C (-0.6465, -3.3341, -0.3310)  -0.657
C (-3.0986, 0.1527, -0.1129)  0.539
C (7.0926, 0.1648, 2.5210)  -0.696
C (7.7918, -0.4202, 1.2734)  -0.892
C (4.6362, 1.3685, -1.2895)  -0.359
C (-5.1219, -4.6106, 1.3660)  -0.465
C (-4.1586, -3.6332, 2.1299)  -1.104
C (4.9275, 1.0615, 2.7114)  -0.638
C (-3.6362, -1.1944, 0.3722)  0.204
C (1.1891, 1.8608, -1.8559)  -0.458
C (-0.2606, 1.5012, -2.5034)  -1.545
C (7.2267, 0.2916, -0.0055)  -0.446
C (3.6811, 1.5426, -2.5055)  -1.413
C (-1.3228, -1.1389, -1.3342)  0.109
C (-3.2597, 2.5869, -0.1860)  -1.040
C (-1.5460, -2.3024, -0.3936)  0.198
C (-0.9832, 6.5227, -1.0394)  -1.234
C (-0.8339, -4.4197, 0.5150)  0.230
C (2.2928, 0.8765, -2.3233)  -0.311
C (6.2399, -0.6306, -0.8003)  -1.053
C (-4.9026, 1.3756, 1.2556)  -1.081
C (-3.7172, 1.3272, 0.2943)  0.227
C (-1.9798, -4.4995, 1.2976)  -0.908
H (-4.8609, 2.3166, 1.8241)  0.666
H (-4.6481, -2.7011, 2.4123)  0.477
H (6.7070, 1.1884, 0.3539)  0.227
H (4.2482, 2.0338, -0.4971)  0.068
H (5.6360, 1.7231, -1.5845)  0.516
H (-5.8582, -5.0733, 2.0345)  0.431
H (-7.5944, 3.0204, 1.0151)  0.362
H (4.1967, 1.0722, -3.3593)  0.385
H (-7.5201, -3.2245, -0.3381)  0.346
H (7.5424, -0.2328, 3.4430)  0.358
H (2.0395, 0.4105, -3.2879)  0.441
H (7.6360, -1.5067, 1.2388)  0.390
H (-4.8513, 0.5520, 1.9729)  0.433
H (-1.5134, 6.8588, -1.9350)  0.437
H (-0.0959, 0.6635, -3.1790)  0.804
H (0.0986, 6.6833, -1.1711)  0.270
H (-7.4260, 0.4166, -1.2202)  0.339
H (8.8720, -0.2173, 1.3382)  0.333
H (6.2116, -1.6015, -0.2819)  0.373
H (0.4044, -7.2421, 2.2564)  0.296
H (7.2191, 1.2592, 2.4509)  0.428
H (1.5077, 2.8929, -2.2846)  0.139
H (-3.7672, 3.4949, 0.1381)  0.716
H (4.1861, -0.7933, -1.4278)  0.586
H (0.2566, -3.3310, -0.9482)  0.521
H (1.1556, 1.9785, -0.7257)  0.715
H (4.9503, 1.7413, 1.8364)  0.219
H (6.5734, -0.8377, -1.8271)  0.377
H (2.2970, 0.0498, -1.5979)  0.189
H (-1.3069, 7.1728, -0.2130)  0.343
H (8.0478, 0.5396, -0.6923)  0.523
H (3.5531, 2.6021, -2.7857)  0.456
H (5.2906, 1.6065, 3.5979)  0.426
H (-2.1443, -5.3570, 1.9525)  0.588
H (3.8854, 0.7617, 2.8922)  0.178
H (-3.8345, -4.2018, 3.0144)  0.511
H (4.3814, -0.1709, 0.2069)  0.211
H (-4.4816, -5.3603, 0.8855)  0.387
H (-0.5327, 2.3527, -3.1469)  0.326

Computed properties:
* LUMO: -3.63 eV
* total charge: +1
* 2S+1: 1
* Kohn-Sham gap: 7.061 eV